{
  "formula": "C19H18Br2N3O6Pd",
  "method": "the ωB97M-V functional and the def2-TZVPD basis",
  "homo_ev": [-11.75, -12.49],
  "charge": 1,
  "de_lowest_ev": 0.071,
  "spin_multiplicity": 5,
  "energy_ha": -6626.18127,
  "elements": ["Pd", "Br", "C", "C", "C", "Br", "C", "C", "C", "C", "N", "C", "C", "O", "H", "H", "H", "H", "C", "C", "C", "C", "C", "C", "O", "N", "C", "O", "N", "C", "O", "H", "H", "H", "H", "H", "H", "H", "H", "H", "H", "H", "C", "O", "C", "O", "H", "H", "H"],
  "xyz": [[-0.0425, 0.3148, -0.0984], [-2.2640, -4.4378, -0.4276], [-1.7786, -3.4947, 1.0844], [-2.0164, -4.0064, 2.3495], [-1.6545, -3.2994, 3.4795], [-2.0031, -4.0518, 5.1414], [-1.0194, -2.0072, 3.3988], [-0.6370, -1.2312, 4.5044], [-0.0381, -0.0179, 4.3053], [0.1868, 0.4254, 2.9990], [-0.1690, -0.2967, 1.9553], [-0.7686, -1.4878, 2.1329], [-1.1513, -2.2134, 0.9101], [-0.9376, -1.7139, -0.2049], [-2.4913, -4.9723, 2.4536], [-0.8172, -1.5958, 5.5067], [0.2627, 0.5984, 5.1403], [0.6631, 1.3743, 2.7880], [3.5778, -0.3400, -3.9314], [4.5615, -0.8826, -2.8994], [4.3002, -0.3829, -1.4670], [5.3338, -0.9968, -0.5027], [5.1515, -0.5735, 0.9512], [4.4962, 1.1273, -1.4514], [5.5240, 1.6553, -1.7781], [3.4317, 1.9175, -1.0016], [2.2404, 1.4100, -0.6073], [1.3208, 2.1359, -0.1468], [1.9740, 0.0974, -0.6936], [2.9117, -0.8632, -1.0428], [2.6466, -2.0370, -0.9861], [3.8116, -0.7282, -4.9220], [3.6205, 0.7510, -3.9936], [2.5501, -0.6339, -3.7013], [5.5795, -0.5917, -3.1587], [4.5186, -1.9712, -2.8674], [6.3211, -0.7030, -0.8598], [5.2487, -2.0794, -0.5971], [5.2572, 0.5081, 1.0741], [5.9047, -1.0438, 1.5825], [4.1715, -0.8726, 1.3353], [3.5768, 2.9168, -0.9371], [-2.0342, 3.1748, -2.6293], [-1.3042, 2.0093, -2.1237], [-1.4978, 1.7292, -0.8618], [-2.2302, 2.2328, -0.0713], [-1.8429, 3.1865, -3.6944], [-1.6410, 4.0638, -2.1451], [-3.0922, 3.0515, -2.4176]],
  "forces_ev_per_angstrom": [[0.66, -0.69, 0.06], [-0.01, -0.03, -0.05], [0.00, -0.04, 0.03], [0.03, 0.03, -0.02], [0.02, 0.05, 0.02], [-0.02, -0.04, 0.09], [-0.06, -0.14, 0.05], [-0.07, -0.16, 0.15], [0.13, 0.21, -0.06], [0.09, 0.08, 0.14], [-0.11, 0.07, -0.17], [-0.04, -0.18, -0.19], [0.09, 0.07, 0.26], [-0.04, 0.08, -0.20], [0.01, 0.02, -0.01], [0.00, 0.00, -0.02], [0.01, 0.01, -0.03], [-0.01, 0.03, 0.02], [0.00, 0.01, 0.04], [-0.03, 0.00, -0.11], [-0.08, 0.14, -0.03], [0.02, -0.01, 0.09], [-0.03, 0.01, -0.02], [0.07, 0.06, 0.04], [-0.01, -0.02, -0.03], [-0.03, -0.04, 0.05], [-0.10, 0.01, 0.11], [0.28, 0.13, -0.03], [-0.13, 0.08, 0.03], [-0.18, -0.01, 0.20], [-0.02, -0.06, -0.06], [0.01, 0.00, 0.02], [0.00, -0.03, 0.01], [0.03, 0.01, 0.00], [0.02, -0.01, 0.00], [0.00, -0.01, -0.01], [0.00, 0.00, -0.01], [0.00, 0.00, 0.01], [-0.01, -0.03, -0.01], [-0.01, 0.00, -0.01], [0.03, 0.01, -0.02], [0.02, -0.03, -0.01], [0.00, -0.04, 0.01], [0.01, -0.07, 0.18], [-0.42, 0.58, -0.74], [-0.05, -0.10, 0.27], [0.01, 0.01, -0.03], [-0.01, 0.04, 0.00], [-0.02, 0.01, -0.01]],
  "lowdin_spin": [1.573, 0.078, 0.198, -0.021, 0.224, 0.088, 0.022, 0.020, 0.003, 0.027, 0.128, 0.066, 0.103, 0.317, -0.004, 0.002, 0.000, 0.002, 0.000, 0.001, 0.012, 0.002, 0.000, 0.001, 0.001, 0.008, 0.026, 0.133, 0.181, 0.022, 0.005, 0.000, 0.000, 0.000, 0.001, 0.000, 0.001, 0.000, 0.000, 0.000, 0.000, 0.001, 0.037, 0.086, 0.341, 0.306, 0.002, 0.003, 0.005]
}

***

{
  "formula": "C4H7NO",
  "method": "the ωB97M-V functional and the def2-TZVPD basis",
  "homo_ev": [-8.49, -8.11],
  "de_lowest_ev": 5.415,
  "energy_ha": -286.43265,
  "elements": ["O", "N", "C", "C", "C", "C", "H", "H", "H", "H", "H", "H", "H"],
  "xyz": [[2.3120, -0.7961, 0.4016], [1.3496, 0.1784, 0.5651], [0.3870, 0.0201, -0.3345], [0.1572, -0.9935, -1.2234], [-1.5116, 0.3781, 0.9478], [-0.6958, 0.9994, -0.0783], [2.9967, -0.5323, 1.0283], [-0.7236, -0.9657, -1.8543], [0.8947, -1.7692, -1.3958], [-2.3881, 0.8908, 1.3422], [-1.2763, -0.6008, 1.3447], [-1.2479, 1.2354, -1.0054], [-0.2540, 1.9553, 0.2619]],
  "forces_ev_per_angstrom": [[0.14, 0.08, 0.20], [0.83, -0.46, -0.44], [-0.39, 0.14, -0.14], [0.79, -0.20, -0.38], [-1.46, 0.13, 0.94], [0.20, 0.72, -0.48], [-0.07, -0.10, -0.02], [0.08, -0.01, 0.15], [-0.17, 0.02, 0.08], [0.16, -0.15, -0.03], [0.02, 0.14, -0.07], [0.04, -0.09, 0.23], [-0.18, -0.22, -0.05]],
  "mulliken_charge": [-0.354, -0.390, 0.602, -0.875, -0.757, -0.435, 0.365, 0.283, 0.327, 0.312, 0.326, 0.314, 0.281]
}

***

{
  "formula": "C66H75IO2PSi",
  "method": "the ωB97M-V functional and the def2-TZVPD basis",
  "homo_ev": -2.61,
  "charge": -1,
  "energy_ha": -3638.91651,
  "elements": ["C", "Si", "C", "C", "O", "C", "C", "C", "P", "O", "I", "H", "H", "H", "H", "H", "H", "H", "H", "H", "H", "H", "H", "H", "H", "H", "C", "C", "C", "C", "C", "C", "H", "H", "H", "H", "H", "H", "C", "C", "C", "C", "C", "C", "H", "H", "H", "H", "H", "H", "C", "C", "C", "C", "C", "C", "H", "H", "H", "H", "H", "H", "C", "C", "C", "C", "C", "C", "H", "H", "H", "H", "H", "H", "C", "C", "C", "C", "C", "C", "H", "H", "H", "H", "H", "H", "C", "C", "C", "C", "C", "C", "H", "H", "H", "H", "H", "H", "C", "C", "C", "C", "C", "C", "H", "H", "H", "H", "H", "H", "C", "C", "C", "C", "C", "C", "H", "H", "H", "H", "H", "H", "C", "C", "C", "C", "C", "C", "H", "H", "H", "H", "H", "H", "C", "C", "C", "C", "C", "C", "H", "H", "H", "H", "H", "H"],
  "xyz": [[4.1302, 0.2507, 1.4451], [3.0438, -1.1816, 0.7497], [3.5416, -2.8054, 1.7043], [3.4090, -1.4500, -1.1211], [1.3735, -0.8039, 1.1404], [0.8149, 0.2469, 0.2755], [-0.5803, 0.9111, 0.8478], [-1.9426, 0.0885, 0.4547], [-1.7469, -1.8042, 0.6146], [-3.3169, -2.5256, 0.9821], [-1.2088, -2.7102, -1.6539], [3.7030, 0.5216, 2.5041], [3.9705, 1.1756, 0.7146], [5.2385, -0.1220, 1.4896], [2.8237, -2.9798, 2.6395], [3.5737, -3.7384, 0.9818], [4.6378, -2.6612, 2.1188], [4.1449, -0.5972, -1.5166], [2.4602, -1.5518, -1.7994], [4.0404, -2.4565, -1.2259], [1.6055, 1.1401, 0.2254], [0.6518, -0.0991, -0.8529], [-0.5324, 1.1285, 2.0086], [-0.6821, 1.9841, 0.3342], [-2.7343, 0.3804, 1.2953], [-3.6631, -2.8407, 0.0778], [-6.1910, 1.7402, 5.0342], [-6.2941, 0.8667, 3.9521], [-5.1658, 0.1878, 3.4929], [-3.9351, 0.3752, 4.1229], [-3.8329, 1.2459, 5.2075], [-4.9594, 1.9319, 5.6608], [-7.0699, 2.2717, 5.3896], [-7.2545, 0.7155, 3.4656], [-5.2450, -0.4877, 2.6455], [-3.0567, -0.1575, 3.7684], [-2.8741, 1.3906, 5.6994], [-4.8782, 2.6143, 6.5022], [4.9287, -2.6490, -4.4131], [6.1139, -2.2655, -3.7860], [6.9333, -1.3011, -4.3719], [6.5621, -0.7124, -5.5812], [5.3750, -1.0933, -6.2063], [4.5603, -2.0645, -5.6250], [4.2921, -3.4032, -3.9578], [6.3996, -2.7193, -2.8403], [7.8600, -1.0073, -3.8865], [7.1981, 0.0427, -6.0354], [5.0851, -0.6332, -7.1478], [3.6383, -2.3649, -6.1150], [-10.9824, -1.0706, 2.1906], [-11.0855, -1.9441, 1.1084], [-9.9572, -2.6230, 0.6493], [-8.7265, -2.4356, 1.2793], [-8.6243, -1.5649, 2.3639], [-9.7508, -0.8789, 2.8171], [-11.8613, -0.5391, 2.5460], [-12.0459, -2.0953, 0.6219], [-10.0364, -3.2984, -0.1982], [-7.8481, -2.9683, 0.9248], [-7.6655, -1.4202, 2.8558], [-9.6696, -0.1965, 3.6586], [3.4373, 3.9456, 2.0082], [4.6225, 4.3292, 2.6352], [5.4418, 5.2936, 2.0493], [5.0707, 5.8822, 0.8401], [3.8836, 5.5014, 0.2150], [3.0689, 4.5302, 0.7963], [2.8007, 3.1915, 2.4634], [4.9082, 3.8754, 3.5809], [6.3685, 5.5873, 2.5347], [5.7067, 6.6374, 0.3858], [3.5937, 5.9614, -0.7266], [2.1469, 4.2298, 0.3062], [8.8373, -1.1057, -8.6215], [10.0225, -0.7222, -7.9945], [10.8418, 0.2422, -8.5804], [10.4707, 0.8309, -9.7897], [9.2836, 0.4500, -10.4147], [8.4689, -0.5212, -9.8335], [8.2007, -1.8599, -8.1663], [10.3082, -1.1760, -7.0488], [11.7685, 0.5360, -8.0950], [11.1067, 1.5860, -10.2439], [8.9937, 0.9101, -11.3563], [7.5469, -0.8216, -10.3235], [-12.0573, 3.5100, 1.3133], [-13.2017, 4.2678, 1.5600], [-13.9931, 3.9944, 2.6753], [-13.6341, 2.9686, 3.5501], [-12.4877, 2.2132, 3.3054], [-11.7014, 2.4806, 2.1850], [-11.4427, 3.7211, 0.4421], [-13.4775, 5.0716, 0.8820], [-14.8883, 4.5807, 2.8636], [-14.2480, 2.7586, 4.4219], [-12.2072, 1.4149, 3.9881], [-10.8113, 1.8883, 1.9916], [-2.0256, -8.8272, -2.7734], [-1.9769, -7.4510, -2.9933], [-1.2438, -6.6323, -2.1348], [-0.5507, -7.1917, -1.0610], [-0.5963, -8.5685, -0.8433], [-1.3370, -9.3861, -1.6965], [-2.5999, -9.4645, -3.4408], [-2.5115, -7.0160, -3.8341], [-1.2116, -5.5592, -2.3025], [0.0247, -6.5545, -0.3946], [-0.0547, -9.0045, -0.0074], [-1.3769, -10.4579, -1.5234], [8.9837, 0.2220, 0.2405], [8.8806, -0.6516, -0.8416], [10.0089, -1.3305, -1.3008], [11.2396, -1.1431, -0.6707], [11.3418, -0.2723, 0.4138], [10.2153, 0.4136, 0.8671], [8.1048, 0.7535, 0.5959], [7.9202, -0.8028, -1.3281], [9.9297, -2.0059, -2.1482], [12.1180, -1.6758, -1.0253], [12.3006, -0.1277, 0.9057], [10.2965, 1.0961, 1.7085], [8.5632, 2.0167, -3.1194], [8.9792, 2.7717, -4.2156], [8.4247, 4.0302, -4.4474], [7.4604, 4.5382, -3.5764], [7.0472, 3.7847, -2.4781], [7.5949, 2.5223, -2.2516], [8.9930, 1.0345, -2.9410], [9.7356, 2.3787, -4.8903], [8.7442, 4.6154, -5.3054], [7.0318, 5.5210, -3.7541], [6.2969, 4.1814, -1.7985], [7.2687, 1.9333, -1.3989], [-10.5237, 0.8396, 8.3075], [-11.3076, 0.8005, 9.4602], [-12.5701, 1.3928, 9.4664], [-13.0532, 2.0162, 8.3156], [-12.2708, 2.0520, 7.1617], [-11.0045, 1.4678, 7.1584], [-9.5385, 0.3808, 8.3041], [-10.9339, 0.3087, 10.3549], [-13.1779, 1.3680, 10.3668], [-14.0390, 2.4736, 8.3187], [-12.6481, 2.5365, 6.2644], [-10.3930, 1.5006, 6.2610]],
  "forces_ev_per_angstrom": [[-0.27, 0.66, -0.19], [-1.12, -0.23, 0.83], [0.34, -0.60, 0.73], [1.12, -0.36, -1.20], [1.45, 0.42, -1.80], [-0.15, 1.90, -0.40], [-0.17, -0.08, -0.52], [0.04, -1.39, 2.43], [-0.44, 2.61, 2.58], [0.47, 0.47, -3.03], [-0.05, -0.31, -1.42], [1.07, -0.43, -1.94], [0.71, -1.78, 1.69], [-1.95, 1.03, -0.03], [1.55, 0.17, -2.12], [-0.29, 1.79, 1.62], [-2.10, -0.32, -0.75], [-1.79, -1.72, 0.64], [1.83, 0.30, 1.25], [-1.41, 2.04, 0.19], [-1.45, -1.67, 0.06], [0.21, 0.43, 2.47], [0.33, -0.56, -2.14], [0.42, -2.21, 0.95], [1.16, -0.72, -1.88], [0.53, 0.69, 2.05], [0.16, -0.07, -0.01], [0.20, 0.04, 0.12], [-0.04, 0.06, 0.13], [-0.08, 0.04, 0.08], [-0.19, -0.03, -0.10], [-0.06, -0.12, -0.14], [0.10, -0.04, -0.04], [0.15, 0.08, 0.04], [0.11, 0.08, 0.07], [-0.14, 0.08, -0.03], [-0.14, -0.02, -0.09], [-0.02, -0.08, -0.09], [0.08, 0.09, -0.10], [-0.01, 0.07, -0.18], [-0.20, -0.07, -0.10], [-0.06, -0.09, 0.07], [0.08, -0.09, 0.15], [0.18, 0.02, 0.12], [0.08, 0.14, -0.05], [-0.05, 0.05, -0.12], [-0.11, 0.00, -0.06], [-0.08, -0.08, 0.07], [0.05, -0.06, 0.14], [0.11, 0.05, 0.09], [0.13, -0.10, -0.03], [0.14, 0.03, 0.06], [0.03, 0.13, 0.19], [-0.17, 0.06, 0.03], [-0.09, -0.02, -0.06], [-0.05, -0.17, -0.21], [0.11, -0.09, -0.07], [0.14, 0.04, 0.07], [0.02, 0.09, 0.12], [-0.11, 0.11, 0.07], [-0.16, -0.06, -0.10], [0.00, -0.07, -0.05], [0.07, 0.12, -0.06], [-0.03, 0.08, -0.16], [-0.16, -0.04, -0.09], [-0.08, -0.13, 0.08], [0.07, -0.07, 0.13], [0.13, 0.03, 0.09], [0.08, 0.10, -0.10], [-0.04, 0.05, -0.15], [-0.12, -0.03, -0.06], [-0.08, -0.10, 0.06], [0.04, -0.08, 0.13], [0.11, 0.02, 0.08], [0.07, 0.09, -0.09], [-0.03, 0.07, -0.14], [-0.18, -0.03, -0.10], [-0.10, -0.13, 0.09], [0.05, -0.07, 0.13], [0.18, 0.06, 0.11], [0.08, 0.13, -0.04], [-0.05, 0.06, -0.14], [-0.13, -0.03, -0.06], [-0.09, -0.10, 0.06], [0.05, -0.07, 0.14], [0.12, 0.04, 0.08], [-0.11, -0.04, 0.16], [0.03, -0.14, 0.10], [0.16, -0.10, -0.01], [0.10, 0.06, -0.17], [-0.05, 0.15, -0.13], [-0.10, 0.13, 0.01], [-0.08, -0.04, 0.14], [0.04, -0.13, 0.10], [0.12, -0.07, -0.02], [0.06, 0.02, -0.12], [-0.04, 0.09, -0.08], [-0.12, 0.07, 0.02], [0.10, 0.08, 0.12], [0.10, -0.13, 0.17], [0.03, -0.14, -0.05], [-0.09, -0.13, -0.13], [-0.09, 0.08, -0.14], [0.00, 0.17, -0.06], [0.07, 0.07, 0.09], [0.07, -0.04, 0.14], [0.00, -0.18, 0.08], [-0.12, -0.04, -0.11], [-0.09, 0.06, -0.11], [0.01, 0.12, -0.02], [0.16, -0.09, -0.02], [0.15, -0.01, 0.11], [0.03, 0.12, 0.17], [-0.15, 0.10, 0.04], [-0.14, -0.02, -0.09], [-0.04, -0.13, -0.17], [0.12, -0.08, -0.03], [0.09, 0.03, 0.06], [0.00, 0.06, 0.11], [-0.12, 0.07, 0.05], [-0.15, -0.02, -0.08], [-0.02, -0.09, -0.11], [-0.09, 0.17, -0.05], [-0.13, 0.06, 0.09], [-0.06, -0.08, 0.16], [0.11, -0.19, 0.01], [0.08, -0.04, -0.08], [0.09, 0.10, -0.19], [-0.04, 0.17, 0.00], [-0.11, 0.04, 0.08], [-0.04, -0.07, 0.11], [0.05, -0.14, 0.02], [0.09, -0.08, -0.08], [0.03, 0.09, -0.12], [-0.14, 0.07, -0.02], [-0.06, 0.09, -0.13], [0.09, 0.01, -0.18], [0.18, -0.10, 0.03], [0.04, -0.06, 0.12], [-0.12, -0.03, 0.17], [-0.14, 0.07, -0.01], [-0.05, 0.08, -0.14], [0.08, -0.01, -0.12], [0.14, -0.06, 0.00], [0.09, -0.05, 0.15], [-0.07, 0.00, 0.11]],
  "mulliken_charge": [-0.576, 0.657, -1.060, -0.726, -0.147, -0.019, -0.281, -0.941, 0.174, -0.428, -0.403, 0.157, 0.082, 0.208, 0.252, 0.270, 0.291, 0.211, 0.297, 0.098, -0.033, 0.126, 0.202, 0.223, 0.184, 0.257, -0.590, -0.200, -0.525, -0.409, -0.492, -0.319, 0.392, 0.436, 0.521, 0.454, 0.363, 0.355, -0.427, -0.319, -0.074, -0.562, -0.535, -0.463, 0.406, 0.413, 0.249, 0.562, 0.383, 0.377, -0.347, -0.485, -0.371, -0.503, -0.507, -0.185, 0.310, 0.362, 0.358, 0.420, 0.409, 0.537, -0.418, -0.373, -0.427, -0.392, -0.445, -0.372, 0.479, 0.373, 0.373, 0.394, 0.387, 0.409, -0.316, -0.388, -0.419, -0.377, -0.346, -0.406, 0.423, 0.384, 0.372, 0.355, 0.351, 0.365, -0.545, -0.356, -0.409, -0.467, -0.168, -0.208, 0.373, 0.350, 0.353, 0.420, 0.350, 0.336, -0.255, -0.553, -0.016, -0.417, -0.282, -0.391, 0.339, 0.349, 0.066, 0.420, 0.342, 0.336, -0.282, -0.375, -0.203, -0.496, -0.377, -0.586, 0.412, 0.438, 0.402, 0.370, 0.353, 0.367, 0.038, -0.615, -0.382, -0.454, -0.333, -0.493, 0.309, 0.423, 0.355, 0.359, 0.470, 0.301, -0.463, -0.384, -0.352, -0.436, -0.156, -0.464, 0.380, 0.350, 0.348, 0.360, 0.274, 0.526]
}